<A>
The molecule C4H7NS. Source: the Open Molecules 2025 dataset; level of theory: ωB97M-V with the def2-TZVPD basis set.

The total charge is 0. The lowest unoccupied orbital energy comes out at 0.032 hartree. The calculation puts the gap between HOMO and LUMO at 9.52 eV. The structure (SMILES) is C=NSC1CC1. As for the HOMO energy: -8.64 eV.

Cartesian coordinates (Å):
C: -3.10 0.07 0.03
N: -1.82 0.31 -0.01
S: -0.65 -0.94 -0.11
C: 0.68 0.04 0.62
C: 1.49 0.68 -0.43
C: 2.08 -0.54 0.08
H: -3.80 -0.70 -0.24
H: -3.82 0.91 0.17
H: 0.70 0.20 1.76
H: 2.18 1.52 -0.21
H: 1.24 0.49 -1.61
H: 3.02 -0.51 0.59
H: 1.82 -1.52 -0.63



<B>
The molecule C4H7NS. Source: the Open Molecules 2025 dataset; level of theory: ωB97M-V with the def2-TZVPD basis set.

The total charge is 0. The lowest unoccupied orbital energy comes out at 0.022 hartree. The calculation puts the gap between HOMO and LUMO at 10.34 eV. The structure (SMILES) is CC(C)(S)C#N. As for the HOMO energy: -9.74 eV.

Cartesian coordinates (Å):
C: 0.11 1.13 1.27
C: 0.01 0.35 0.00
C: -0.41 1.24 -1.12
S: -1.14 -1.03 0.07
C: 1.25 -0.30 -0.18
N: 2.28 -0.86 -0.20
H: 0.42 0.46 2.05
H: -0.79 1.62 1.51
H: 0.93 1.91 1.19
H: 0.24 2.07 -1.43
H: -1.40 1.61 -0.99
H: -0.53 0.76 -2.10
H: -2.30 -0.42 0.25



Which structure wins on stability? <B> wins.



<A>
A cluster of 2 separate species, C4H7NS in total. Source: the Open Molecules 2025 dataset; level of theory: ωB97M-V with the def2-TZVPD basis set.

The total charge is 0. The lowest unoccupied orbital energy comes out at -0.012 hartree. The calculation puts the gap between HOMO and LUMO at 7.76 eV. As for the HOMO energy: -8.08 eV.

Cartesian coordinates (Å):
C: 2.90 0.96 -0.90
C: 0.52 0.30 -0.42
C: 0.25 -1.03 -0.19
C: -1.07 -1.27 0.31
H: 3.55 1.83 -1.38
H: 3.54 0.75 0.14
H: 3.00 -0.16 -1.38
H: 0.66 2.14 -1.32
H: -0.52 0.94 -0.79
H: 1.17 -1.65 -0.09
H: -1.40 -2.44 0.33
N: 1.50 1.29 -0.63
S: -2.25 -0.26 1.00



<B>
The molecule C4H7NS. Source: the Open Molecules 2025 dataset; level of theory: ωB97M-V with the def2-TZVPD basis set.

The total charge is 0. The lowest unoccupied orbital energy comes out at 0.029 hartree. The calculation puts the gap between HOMO and LUMO at 8.29 eV. The structure (SMILES) is C=C1CCNS1. As for the HOMO energy: -7.50 eV.

Cartesian coordinates (Å):
C: -0.39 2.14 -0.57
C: -0.27 0.85 -0.36
C: 0.51 0.17 0.75
C: 0.57 -1.36 0.47
N: -0.78 -1.55 -0.22
S: -1.03 -0.34 -1.36
H: -1.07 2.41 -1.36
H: 0.15 2.97 -0.20
H: 1.40 0.63 0.74
H: 0.02 0.36 1.65
H: 1.40 -1.84 -0.18
H: 0.33 -1.98 1.44
H: -0.85 -2.45 -0.80



Which structure wins on stability? <B> wins.